17
Properties=species:S:1:pos:R:3:forces:R:3:lowdin_charge:R:1 method="wB97M-V/def2-TZVPD" homo_ev=-2.220 total_charge=-2 gap_ev=6.98 lumo_ev=4.758
Pt -0.09378 0.41093 0.90564 0.232 0.687 0.408 0.138
S -2.00932 -0.66665 1.40058 -0.086 0.227 0.088 0.509
C -2.68929 -0.10081 -0.07534 0.046 0.018 -0.119 -1.145
S -1.44335 0.71844 -0.92437 -0.052 -0.311 -0.195 0.513
C -4.00225 -0.27767 -0.49223 -0.094 -0.009 0.009 -0.390
C -4.46443 0.24987 -1.72905 0.070 -0.068 0.031 -0.275
N -4.85061 0.66591 -2.73459 -0.034 0.026 0.011 0.108
C -4.94139 -0.98535 0.30678 0.041 0.041 -0.039 -0.277
N -5.71676 -1.55614 0.94481 -0.007 -0.005 0.003 0.106
Cl 3.22877 -0.81476 1.39956 0.179 -0.106 -0.166 0.531
C 3.23186 0.08571 -0.12014 -0.008 -0.081 0.082 -1.437
Cl 2.14606 1.53640 0.10731 -0.263 -0.197 -0.006 0.499
Cl 4.87065 0.70100 -0.42987 -0.068 0.115 0.025 0.523
C 2.63684 -0.82388 -1.33209 0.020 0.374 -0.061 -0.860
O 3.44629 -1.06134 -2.22878 -0.009 -0.136 0.077 -0.065
O 1.45229 -1.08194 -1.13633 0.097 -0.274 -0.115 -0.101
Cl 0.74416 0.73318 3.12613 -0.065 -0.303 -0.032 -0.377